Entry 1:
Here is a gas-phase ion, C7H13N6O2 (charge +1) at a distorted geometry from the OMol25 dataset. Energies are from ωB97M-V/def2-TZVPD.

```
28
Properties=species:S:1:pos:R:3:mulliken_charge:R:1
N -0.378 0.257 -1.313 0.331
H 0.844 1.403 -3.196 0.281
N -0.828 0.067 -2.628 -0.988
H 2.120 2.314 -1.954 0.349
H -1.939 -0.789 -0.416 0.759
C -0.540 -2.463 1.346 -0.640
C 0.106 1.133 1.338 0.510
O 2.583 2.264 1.614 -0.662
H -1.792 0.307 -2.847 0.240
H 0.254 -2.969 1.911 0.286
N 1.294 1.602 -2.217 -0.428
H -0.594 -3.823 -0.329 0.319
C -0.208 -1.719 0.143 -0.142
H -2.066 -2.883 -0.228 0.232
H 0.913 2.230 2.992 0.314
H -1.316 -2.036 1.874 0.293
C 0.679 1.067 -1.158 0.969
H -1.413 0.046 1.721 0.333
H -0.703 1.296 3.012 0.217
N 2.164 2.203 0.478 1.028
C 1.002 1.460 0.296 -0.423
C -0.999 -2.933 0.050 -0.712
H -0.722 -0.831 -2.964 0.205
C -1.001 -0.451 -0.195 -0.807
O 2.717 2.702 -0.531 -0.705
N 0.093 1.714 2.532 -0.356
H 0.779 -1.644 -0.265 0.553
N -1.049 0.476 0.935 -0.354
```

## Properties
* HOMO-LUMO gap: 9.425 eV
* SMILES: NC1=C([N+](=O)[O-])C(=[NH2+])N[C@H](C2CC2)N1N
* net charge: +1
* E_HOMO: -13.12 eV

Entry 2:
Here is a molecular structure, C56H60IN7NaOP2SSi2 at a distorted geometry from the OMol25 dataset. Energies are from ωB97M-V/def2-TZVPD.

```
131
Properties=species:S:1:pos:R:3:mulliken_charge:R:1
H 3.276 3.156 -1.577 -0.036
H 3.413 -1.069 5.219 0.440
S -1.675 -2.394 1.160 1.591
H -2.744 -1.867 -0.889 -0.084
H 4.482 4.051 0.920 0.474
N 1.596 -0.954 1.786 0.843
H 2.435 5.203 -0.263 0.128
C -4.721 3.961 1.035 -0.954
C -2.937 -2.619 -0.117 -1.191
H 0.343 -2.720 -6.384 0.429
O -2.144 -1.178 1.911 -1.095
H -2.966 1.231 -5.779 0.438
H 0.585 -2.994 3.740 0.044
C 3.182 2.224 1.376 -0.248
H 3.684 -3.921 -3.296 0.403
H -6.745 3.377 1.442 0.413
C -2.491 5.700 0.013 -0.689
H -2.097 3.347 -3.548 0.286
C -1.873 -5.040 1.976 -0.196
C -5.456 1.691 1.094 -1.010
C -0.039 4.792 0.789 -0.114
H -2.328 -0.376 -5.402 0.282
C 2.262 -2.523 -0.547 0.169
H -0.053 -4.908 -5.311 0.353
Si 2.583 -1.686 2.954 0.403
H 6.339 0.493 -1.075 0.438
H -5.142 0.588 -3.919 0.327
C 2.095 2.406 2.374 -0.890
C 0.309 2.423 -2.327 -0.542
C 2.871 -2.621 -1.798 -0.041
H -4.561 -4.361 4.663 0.411
H 3.566 0.324 4.146 0.248
P 1.670 -0.945 0.189 0.581
H 1.364 -3.619 1.045 0.220
C 5.050 2.144 -0.950 -1.610
C -5.741 3.042 1.212 -0.629
C -3.435 3.496 0.770 -0.103
C 4.293 -2.331 2.418 -1.051
H 4.040 1.696 1.789 0.770
C -2.291 0.679 -5.120 -1.120
H 2.329 4.406 -4.180 0.368
H -0.064 2.797 5.084 0.459
C 3.574 3.521 0.613 0.220
C 0.188 -2.773 -5.312 -1.073
H -3.852 3.148 -3.544 0.489
H -0.513 2.468 -1.619 0.001
H -3.856 0.276 0.754 0.574
C -0.252 -4.063 -3.343 -0.719
N -0.690 1.267 3.807 -0.355
C 2.199 -4.941 -0.435 -1.048
C 0.893 3.583 -2.804 -0.320
C -4.143 1.319 0.842 -0.651
C 1.665 -3.163 3.755 -1.046
H -6.233 0.947 1.205 0.460
C 0.719 1.163 -2.778 0.758
N -0.911 -0.034 4.004 0.922
C -0.690 -0.409 5.274 -0.236
N -3.158 2.196 0.696 0.755
C -0.146 6.089 0.286 -0.522
C 1.899 3.504 -3.761 -0.932
C -0.041 -4.003 -4.714 -0.957
C -1.392 6.534 -0.119 -1.041
I 0.202 0.878 7.952 0.041
H -3.911 -2.469 0.350 0.545
C -2.922 2.804 -3.082 -0.865
C 2.387 4.420 0.487 -1.168
C 2.771 1.617 0.001 0.835
C 0.207 -1.610 -4.553 -0.521
C 2.872 -5.023 -1.647 -0.928
H -1.226 -0.603 3.209 -0.047
C 4.316 -0.168 -0.581 -0.090
C -4.519 0.265 -3.078 -1.236
C 1.891 -3.701 0.102 -0.094
H -0.368 -2.934 -1.521 0.175
C 3.191 -3.860 -2.333 -0.865
C -0.300 0.732 5.940 -1.084
C -3.319 -3.507 3.139 -0.505
C 0.006 -1.655 -3.176 0.861
C 2.920 -0.518 4.412 -1.086
C -2.361 -3.757 2.171 0.198
P -0.234 -0.223 -2.026 0.718
N -1.791 0.157 -2.116 0.857
Si -2.745 0.915 -3.288 0.121
C 3.676 2.670 -0.684 0.777
H 4.220 -2.858 1.465 0.187
H -4.964 0.659 -2.160 0.269
C 2.353 2.261 -4.174 -1.155
H 1.987 -0.111 4.811 0.149
C 3.070 0.173 -0.224 -0.386
H 4.997 -1.505 2.280 0.276
H -1.509 7.527 -0.535 0.383
H -3.466 6.021 -0.326 0.469
C 5.333 0.842 -0.871 -1.237
H -4.919 5.020 1.132 0.517
H 2.159 0.131 -3.989 0.356
H -1.976 -7.087 2.601 0.412
C -0.313 1.754 4.978 -0.162
H 0.720 6.733 0.220 0.536
C 0.113 -0.569 -0.398 -0.370
H 5.803 2.868 -1.247 0.392
H -1.107 -5.209 1.225 0.412
H -3.730 -6.664 4.293 0.366
C 1.784 1.096 -3.670 -0.163
H -0.429 -5.015 -2.857 0.456
H -3.660 -2.489 3.284 0.406
H 3.097 -1.719 -2.352 0.355
Na -0.726 1.029 0.840 1.609
H -2.858 -3.625 -0.527 0.495
C -3.343 -5.845 3.698 -0.485
N 1.184 3.281 2.242 -0.265
C -2.366 -6.086 2.742 -0.735
H 0.369 -0.661 -5.048 0.469
C -2.302 4.434 0.565 0.918
H 1.922 -5.847 0.094 0.426
C 1.251 4.167 1.148 0.952
H 0.554 4.548 -2.443 0.464
H -0.808 -1.421 5.622 0.512
H 1.714 1.807 -0.181 -0.823
H -1.276 1.042 -5.306 0.170
H 2.075 1.789 3.269 -0.063
C -0.228 -2.901 -2.592 -0.245
C -3.814 -4.555 3.903 -0.842
H -2.951 3.079 -2.023 -0.014
H 4.598 -1.206 -0.692 0.688
H -4.554 -0.826 -3.031 0.274
H 3.154 2.199 -4.902 0.352
H 1.972 -3.308 4.795 0.473
H 3.120 -5.989 -2.069 0.372
H 4.722 -3.020 3.150 0.436
H 1.860 -4.102 3.229 0.335
N -1.097 3.998 0.922 0.225
```

## Properties
* HOMO-LUMO gap: 5.713 eV
* net charge: -1
* E_HOMO: -3.86 eV

Entry 3:
Here is 2 unconnected molecules or ions with the total composition C3H3F4NO at a distorted geometry from the OMol25 dataset. Energies are from ωB97M-V/def2-TZVPD.

```
12
Properties=species:S:1:pos:R:3:mulliken_charge:R:1
H 1.431 1.532 0.449 0.308
C -1.198 -0.537 -1.041 0.234
H -0.730 0.027 -1.891 0.225
C 1.242 1.208 -0.565 0.425
C -0.319 -0.800 1.271 0.189
F 2.175 0.648 -1.239 -0.138
H -1.115 -1.511 1.567 0.314
O -2.179 -1.242 -0.953 -0.594
F 0.848 -1.351 1.497 -0.247
F 0.534 2.001 -1.198 -0.119
F -0.298 0.337 2.122 -0.305
N -0.391 -0.314 -0.018 -0.292
```

## Properties
* HOMO-LUMO gap (alpha / beta): 8.785 / 8.786 eV
* net charge: 0
* E_HOMO (alpha / beta): -9.85 / -9.85 eV

Entry 4:
Here is 13 unconnected molecules or ions with the total composition C39H77N5O14S5 at a distorted geometry from the OMol25 dataset. Energies are from ωB97M-V/def2-TZVPD.

```
140
Properties=species:S:1:pos:R:3:mulliken_charge:R:1
C 6.352 22.174 12.793 -1.102
H 0.160 24.262 20.249 0.048
H 3.471 20.519 15.986 -0.286
H 4.518 25.029 15.745 -0.222
H 6.443 25.220 17.467 0.193
H -2.044 25.252 13.662 0.277
H 4.943 24.215 14.297 -0.654
H 1.441 21.047 10.839 0.623
H -2.804 19.972 16.411 0.479
C -0.460 24.625 10.638 -0.336
S 2.852 20.537 12.649 0.383
H 8.677 25.785 14.587 0.473
C -1.593 27.099 17.933 -0.607
H 7.978 27.039 15.745 0.341
H 3.790 25.577 14.338 -1.008
H 2.620 18.221 13.587 0.430
H 1.324 23.094 19.405 0.146
C 3.072 19.602 16.421 0.727
H 5.651 20.805 18.455 0.380
C 7.842 26.435 14.848 -0.897
O 0.304 31.170 14.805 -0.411
C 1.171 32.227 14.627 0.642
H 3.708 29.027 11.780 0.236
C 2.010 18.925 13.021 -1.127
H 4.821 22.068 19.290 0.302
C 5.727 21.860 18.721 -1.264
H 1.462 28.580 10.323 0.277
O 1.072 33.342 15.098 -0.553
H -0.831 25.543 10.182 0.565
H -1.111 20.144 16.904 0.040
H 6.231 28.891 13.051 0.229
H 0.923 29.191 14.615 -0.206
H 1.033 18.712 16.565 0.345
H 4.371 26.712 12.615 -0.818
O 3.120 19.105 19.836 -0.551
H 1.491 25.322 22.681 0.308
H 1.803 24.760 19.880 0.235
H 7.167 29.147 14.572 0.542
S -1.782 21.657 15.114 0.544
H 1.678 18.339 12.163 0.436
H 6.389 24.316 18.892 0.466
H 5.954 22.511 13.750 0.069
H 2.231 24.672 16.953 0.074
S 5.770 22.799 17.125 1.033
O 0.982 21.830 21.909 -0.644
H 4.923 24.802 18.407 0.283
H 2.767 29.283 9.402 0.400
O 0.382 29.246 20.363 -0.614
C -2.772 24.635 17.674 -0.781
H 3.266 18.837 15.670 -0.023
H 3.830 28.431 18.603 0.278
O 1.976 27.953 19.206 -0.325
O -1.054 22.937 15.544 -0.558
C 3.480 26.930 12.026 2.074
O -3.153 26.132 19.822 -0.733
H 0.144 29.898 13.108 0.371
H -0.191 23.900 12.633 -0.317
C -2.045 20.681 16.741 -0.758
C 5.383 28.127 14.818 0.155
H -0.636 26.975 17.426 -0.166
H 1.588 22.567 11.782 -0.281
S 1.753 23.165 21.719 0.525
H 1.405 28.869 16.657 -0.152
C 0.670 30.085 14.044 0.482
H -2.217 24.490 16.747 0.101
H 2.772 29.888 16.824 0.294
C 7.494 27.262 13.612 -0.291
H 1.095 18.985 13.610 0.233
O 1.606 19.705 18.233 -0.353
N 9.166 22.530 10.156 -0.470
N 0.841 26.863 15.247 -0.683
C 1.777 24.511 15.975 0.480
H -2.243 26.276 12.250 0.386
H 2.717 27.056 12.794 -0.394
H -2.440 27.485 17.366 0.415
C 2.023 30.498 13.518 0.524
C 6.459 22.648 10.187 -0.501
H -1.330 27.944 18.568 0.332
H 1.042 23.706 15.961 -0.166
H 8.431 27.673 13.235 0.383
C -1.958 25.276 12.575 -1.347
C 1.460 21.486 11.837 -0.594
H -3.960 21.106 14.340 0.428
H -0.040 24.374 23.068 0.295
O 7.096 22.503 16.429 -0.730
H 3.001 27.155 17.627 -0.403
H 1.179 20.577 16.467 -0.033
O 2.937 21.179 14.020 -0.484
C 2.140 29.204 17.390 0.176
C 2.480 28.403 9.977 -1.425
C 1.558 19.626 16.842 -0.060
C 4.088 24.645 14.819 1.446
H 2.869 29.900 13.858 -0.474
C 3.239 25.683 11.322 -0.002
C 2.890 28.096 18.165 0.511
H 6.576 22.043 19.379 0.439
N -1.345 22.438 9.504 -0.520
H 7.047 25.712 15.031 -0.039
H 2.143 23.508 14.284 -0.199
C 1.249 29.051 19.428 0.567
H -3.700 25.101 17.345 0.469
H 6.209 23.410 9.449 0.351
C 2.783 19.257 18.694 0.604
C 1.287 25.825 15.544 0.291
O 1.540 29.872 18.426 -0.388
H -4.112 22.295 15.541 0.348
C -3.525 22.055 14.654 -1.045
H 0.487 21.296 12.291 0.303
H 3.104 22.943 15.592 -0.575
C 6.520 28.469 14.014 -0.679
H -2.776 24.619 12.279 0.318
H -3.627 22.740 13.813 0.237
S -1.944 25.656 19.082 0.689
O 2.204 31.765 13.940 -0.421
H 6.142 21.121 12.607 0.315
H -2.456 21.198 17.609 0.239
C -0.580 24.812 12.180 1.373
C 5.848 24.447 17.954 -1.079
H 2.050 30.445 12.430 0.149
C -0.999 23.408 9.998 0.025
O 3.623 19.163 17.630 -0.398
C 3.633 28.193 11.082 -0.572
C 1.180 23.899 20.126 -0.292
C 1.046 24.370 22.969 -0.976
N 4.462 27.797 15.433 -0.178
C 5.865 23.021 11.607 1.029
H 7.114 26.600 12.833 0.141
H 0.607 24.693 10.427 -0.024
C 2.825 23.853 15.061 1.103
H -2.948 23.644 18.093 0.208
H 2.409 27.562 9.288 0.439
H 7.434 22.279 12.875 0.476
H 0.129 25.603 12.423 -0.393
H 1.376 24.055 23.959 0.361
H 6.183 21.640 9.878 0.323
C 7.982 22.601 10.158 0.131
H 4.580 27.979 10.588 0.463
N 2.987 24.686 10.786 -0.684
H 6.180 24.046 11.805 -0.341
H 4.780 23.034 11.718 -0.201
```

## Properties
* HOMO-LUMO gap: 8.551 eV
* net charge: 0
* E_HOMO: -8.66 eV

Entry 5:
Here is 5 unconnected molecules or ions with the total composition C50H112F6N2P3 at a distorted geometry from the OMol25 dataset. Energies are from ωB97M-V/def2-TZVPD.

```
173
Properties=species:S:1:pos:R:3:mulliken_spin:R:1
H 4.422 2.175 -2.402 0.000
H 4.878 1.674 4.478 0.000
H 0.373 -5.292 1.659 0.000
C -3.591 -1.023 -2.709 0.000
C -0.107 3.753 4.436 0.001
C -1.460 -6.254 3.686 0.000
H 0.656 3.399 2.509 0.000
H -1.714 -2.322 1.479 0.000
H 0.232 1.945 5.582 0.000
C -0.526 4.333 -0.693 0.002
H 4.977 -0.933 -2.857 0.000
H 2.343 4.174 -3.641 0.000
H 2.795 1.404 2.895 0.000
H 1.951 4.172 -1.906 0.000
H -0.547 -2.442 -8.327 0.000
H 4.742 4.505 -3.516 0.000
C 5.934 1.278 -0.975 0.000
H -6.267 -2.827 -2.770 0.000
H -2.633 -4.475 3.706 0.000
H -0.358 -0.926 -6.446 0.000
C -6.575 -1.375 -4.322 0.000
C -3.887 5.986 1.422 0.042
H 3.475 1.380 5.146 0.000
H -2.351 -7.383 5.957 0.000
H -4.508 8.391 0.469 0.062
H -2.821 -7.823 3.018 0.000
C -6.125 -2.762 -3.848 0.000
H -0.703 -6.629 2.997 0.000
H -3.199 -0.803 -6.153 0.000
H 7.911 -3.713 3.157 0.000
H -0.698 -0.478 2.880 0.000
H -2.708 -2.699 2.966 0.000
H 1.434 2.823 -2.910 0.000
C 0.753 2.831 5.219 0.000
H 0.179 -2.484 -6.022 0.000
H -1.693 5.038 -2.364 0.002
C 3.337 -2.010 -1.868 0.000
H -3.386 0.045 -2.782 0.000
H -3.831 4.974 -0.577 0.005
H 2.641 -1.918 -1.035 0.000
C 3.410 0.561 3.211 0.001
H 6.813 -4.673 1.262 0.000
H 6.415 1.599 -0.050 0.000
H -1.273 3.297 -2.416 0.001
H 7.865 -3.524 0.623 0.000
H -1.953 1.889 1.026 0.008
C -2.578 -7.251 3.914 0.000
F 0.407 1.124 0.743 0.000
C -0.110 -4.334 1.464 0.000
C -3.177 5.458 0.148 0.048
C -1.922 -4.957 3.036 0.000
C 4.159 0.854 4.479 0.000
C 5.817 -2.929 0.476 0.000
H -4.930 1.241 3.863 0.000
H 2.518 -4.572 -3.236 0.000
H -2.320 -5.162 2.042 0.000
H -4.348 -1.282 -1.968 0.000
H -3.363 0.181 1.495 -0.001
H -2.154 -2.064 -7.984 0.000
H 6.515 4.053 -1.224 0.000
H 6.512 3.311 -2.812 0.000
H -5.296 0.425 -3.889 0.000
C -4.635 -2.843 -4.313 0.000
H 0.637 -3.612 1.133 0.000
H 5.076 -0.613 2.420 0.000
C 2.384 -2.291 -3.024 0.000
H -7.135 -1.465 -5.253 0.000
H 6.928 -1.026 0.794 0.000
H -2.044 -2.987 -4.786 0.000
H -2.655 0.060 -4.820 0.000
H -0.760 5.491 2.352 0.002
H 3.271 -0.962 0.802 0.000
H -6.329 8.084 0.092 0.031
C 4.443 0.237 2.165 -0.001
H -4.571 -0.456 3.471 0.001
H -2.610 6.249 -0.342 0.011
H 4.351 2.823 -0.777 0.000
H 5.514 5.709 -2.443 0.000
C -4.252 0.576 3.329 0.000
H -0.199 -3.830 4.868 0.000
C 4.267 -0.750 -2.050 0.000
H 0.439 5.626 -3.132 0.000
H 5.130 1.082 2.210 0.000
H -0.798 2.445 2.897 0.001
C -4.177 0.825 1.829 0.010
H -4.980 7.398 -0.921 0.002
C -5.292 7.752 0.062 0.292
P 0.087 0.141 -0.530 -0.001
C -2.280 -8.087 5.127 0.000
F 1.356 0.684 -1.337 0.000
C 0.445 -2.105 3.665 0.000
C -5.258 6.602 1.108 0.213
H -2.959 2.189 -0.410 0.000
C -4.003 2.356 1.460 0.004
C -2.913 -0.958 -5.113 0.000
H 2.687 -0.239 3.369 0.000
C 7.133 -3.132 2.661 0.000
H -3.263 0.767 3.746 0.000
C 4.956 4.773 -2.481 0.000
C -0.922 4.296 -2.158 -0.002
C 5.868 3.635 -1.995 0.000
H -3.220 6.681 1.931 0.006
H 4.041 4.932 -1.912 0.000
H -1.442 -1.346 4.199 0.000
H 1.057 -3.940 -2.386 0.000
H 3.953 -2.882 -1.647 0.000
F -0.841 1.258 -1.177 0.001
H 0.045 4.441 -4.185 0.000
C 0.143 -3.595 3.860 0.000
C 0.267 4.550 -3.124 0.000
H -2.673 -1.580 -2.522 0.000
H 4.553 -0.082 4.873 0.000
H 1.233 -3.601 -3.995 0.000
H 5.564 -3.637 -0.313 0.000
H 1.143 -1.925 2.847 0.000
H -1.312 -8.562 4.970 0.000
H -4.046 5.102 2.040 0.111
H -6.751 -3.559 -4.251 0.000
H 0.111 5.177 -0.426 -0.001
C 3.870 -0.053 0.758 0.000
C 1.848 -3.722 -3.103 0.000
H -5.910 5.853 0.659 0.099
H 6.689 1.064 -1.731 0.000
H 0.865 -1.584 4.526 0.000
F 0.983 -1.032 0.188 0.001
N -4.088 -1.366 -4.126 0.000
H 3.161 0.670 0.354 0.001
C -1.260 4.523 2.314 0.008
C -2.744 2.513 0.609 0.006
H 7.268 -2.053 2.731 0.000
H -0.689 -4.501 0.556 0.000
P 5.075 -0.352 -0.542 0.001
C 6.956 -3.593 1.221 0.000
H 4.920 -2.886 1.093 0.000
H 1.596 2.347 4.727 0.000
F -1.301 -0.416 0.190 -0.001
H -1.528 -3.641 -7.528 0.000
C -0.338 3.431 2.956 -0.001
C -1.296 -2.576 -7.547 0.000
H -0.895 -6.021 4.589 0.000
N -0.904 -3.899 2.695 0.000
H 0.132 3.483 -0.508 0.005
H -3.977 2.998 2.341 0.003
H 3.770 0.129 -2.461 0.000
H 0.197 4.799 4.476 0.000
H 3.009 -2.124 -3.902 0.000
H 6.977 -1.636 -0.841 0.000
C -1.714 -2.550 2.545 0.000
C -0.731 -1.934 -6.265 0.000
H 0.962 -4.308 3.759 0.000
P -1.898 4.173 0.526 0.020
H -4.923 2.671 0.968 -0.001
C 6.323 -1.498 0.020 0.000
F -0.231 -0.813 -1.782 0.000
H -3.582 -6.846 4.041 0.000
H -4.051 -3.647 -3.864 0.000
C 5.032 2.454 -1.543 0.000
H 1.150 3.213 6.159 0.000
H -1.076 -1.678 -4.165 0.000
H -2.169 4.550 2.914 0.004
H -1.100 3.654 4.876 0.000
H -7.309 -0.812 -3.745 0.000
C -0.884 -1.477 3.272 -0.001
H -5.598 6.977 2.073 -0.001
C 1.592 3.901 -2.899 0.000
H -4.573 -2.953 -5.396 0.000
H 6.168 -3.301 3.137 0.000
C -5.356 -0.490 -4.478 0.000
H -5.287 -0.295 -5.549 0.000
H -4.989 0.368 1.263 0.001
H 1.461 -1.712 -3.046 0.000
C -1.674 -1.989 -5.021 0.000
H -3.041 -8.845 5.313 0.000
```

## Properties
* spin multiplicity: 2
* HOMO-LUMO gap (alpha / beta): 9.793 / 1.808 eV
* net charge: +4
* E_HOMO (alpha / beta): -17.72 / -17.72 eV
* ⟨S²⟩: 0.7529

| no. | molar mass (g mol⁻¹) | DFT total energy (eV) |
| --- | --- | --- |
| 1 | 213.2 | -20494.371 |
| 2 | 1147.2 | -129213.295 |
| 3 | 145.1 | -17564.065 |
| 4 | 1000.4 | -131974.277 |
| 5 | 948.4 | -100786.229 |